Record 1
# C45H53N7O7P2Sn

A molecular structure, C45H53N7O7P2Sn (ωB97M-V/def2-TZVPD, the Open Molecules 2025 dataset).

Structure (XYZ):
```
115
Properties=species:S:1:pos:R:3:forces:R:3
Sn -1.394840 -1.343326 0.610841 -0.6 -0.5 -0.2
P -3.937940 0.473611 0.036679 -0.1 0.0 0.0
P -0.786357 1.523138 0.377396 0.2 0.7 0.2
O -2.087651 -0.146613 2.272457 0.0 -0.3 0.1
O 5.980887 -2.642132 -0.683540 -0.2 0.0 0.2
O -2.469097 -3.045950 4.241529 0.0 0.1 -0.1
O 4.725105 -5.876436 -1.561038 0.0 0.1 0.1
O -2.765157 -0.259463 4.399488 0.0 0.0 -0.1
O -2.017800 -2.789049 2.060699 0.1 0.1 0.3
O 1.142181 -4.207393 -6.696347 0.0 0.1 0.1
N 0.796411 -1.441986 1.780007 0.1 0.1 -0.2
N 3.955766 -1.940636 0.058616 0.1 0.1 0.2
N 5.947821 -1.136099 1.011571 -0.1 0.0 0.0
N -4.579168 2.954121 0.992585 0.0 0.0 0.0
N 0.219344 -3.866014 -0.527679 0.0 -0.1 0.1
N 0.153698 -1.822941 -2.467066 0.1 0.1 0.0
N -1.942750 3.843502 1.230212 0.0 -0.1 -0.1
C 4.636213 0.946245 0.925816 0.0 0.0 -0.1
C -2.415011 -0.790318 3.372112 0.1 0.0 0.0
C 0.991401 -3.911883 -1.615952 0.0 0.0 0.0
C 0.208365 1.750047 1.900275 0.0 0.0 0.1
C 0.565893 -3.055522 -2.769654 0.0 0.0 0.1
C -0.248713 -1.038755 -3.463200 0.0 -0.2 -0.1
C 3.980467 3.601091 3.578033 0.0 0.0 0.0
C 0.569466 -4.609129 0.522646 -0.1 0.1 -0.1
C -2.304966 -2.355465 3.264192 0.0 -0.2 -0.1
C -2.215870 2.649118 0.769257 0.0 0.1 0.1
C 3.760557 -6.308394 -0.625048 0.0 0.1 -0.1
C -0.255942 -1.435949 -4.790586 0.0 0.0 0.0
C 2.522231 -5.443252 -0.583565 -0.1 0.0 0.0
C 0.937816 3.710610 -0.403008 0.0 0.0 0.1
C -6.298676 1.399385 -1.351860 0.0 0.0 0.0
C 1.119047 -1.619969 3.061345 -0.2 -0.1 -0.1
C 1.258753 1.432071 -1.390328 0.0 0.0 -0.1
C -4.309942 4.198635 1.467171 0.1 0.0 0.0
C 0.600388 -3.540648 -4.072731 0.0 0.0 0.0
C 1.710684 -5.397012 0.544962 0.1 0.0 0.0
C -3.574486 2.193956 0.638607 -0.1 0.0 0.0
C 0.222083 2.457564 -0.906868 0.0 -0.1 0.0
C -2.979242 4.650917 1.579610 -0.1 -0.1 0.0
C 4.171354 2.086428 1.567980 0.0 0.0 0.0
C 0.144932 -3.212298 -6.525768 0.1 0.0 0.0
C 2.417237 -1.906360 3.441115 0.1 0.0 0.0
C 3.402389 -2.025974 2.473250 0.0 0.0 0.0
C -5.098862 6.299571 2.324923 -0.1 0.0 0.0
C -2.721840 5.950088 2.073784 0.0 0.0 0.0
C -5.159086 -0.700556 -2.086834 0.0 0.0 0.0
C 1.746643 -1.500676 0.848588 -0.1 0.0 0.1
C 5.452032 0.055812 1.609288 0.0 0.0 0.0
C -5.203355 -0.028979 1.257618 0.0 0.0 0.0
C 5.818171 0.340198 2.921022 0.0 -0.1 0.0
C -4.944848 0.714489 -1.530989 0.0 0.0 0.0
C -5.371547 5.047540 1.854190 -0.1 0.0 0.0
C 2.143889 -4.689982 -1.688688 0.0 0.1 0.0
C 3.067221 -1.810608 1.140942 -0.1 0.0 0.0
C -4.086719 1.502190 -2.518977 0.0 0.0 0.0
C -3.764034 6.754749 2.434890 0.1 0.0 0.0
C 5.338047 -1.947045 0.089342 0.1 -0.1 -0.2
C 4.509440 2.373299 2.885464 0.0 0.0 0.0
C 5.355789 1.485871 3.545839 0.0 0.0 0.0
C -0.688530 2.824357 -2.076695 -0.1 0.0 0.0
C 0.176348 -2.718601 -5.107135 0.0 0.0 0.1
H 5.138125 -5.058924 -1.248757 0.0 0.0 0.0
H 4.365997 0.756483 -0.106890 0.0 0.0 0.1
H -3.573457 7.751056 2.816137 0.0 0.0 0.0
H 2.650363 -2.059157 4.486576 0.0 0.0 0.0
H -0.577620 -0.039358 -3.186146 0.0 -0.1 -0.1
H -4.627007 1.624659 -3.463132 0.0 0.0 0.0
H 0.940693 -4.547231 -4.281600 0.0 0.1 0.0
H 1.057307 -4.587410 -7.574253 0.0 0.0 0.0
H -0.305311 1.234143 2.715025 0.1 0.1 -0.1
H 1.958411 -5.966150 1.434718 0.0 0.0 0.0
H 4.174708 -6.394130 0.383649 0.1 0.0 0.0
H 6.937004 -1.300075 1.071299 0.2 0.0 -0.1
H 1.931217 1.894059 -2.122286 0.0 0.0 0.0
H 1.433331 -1.329339 -0.181038 0.0 -0.1 0.1
H -5.652668 -0.641411 -3.062017 0.0 0.0 0.0
H 4.795421 4.228431 3.945316 0.0 0.0 0.0
H -6.197730 2.378952 -0.889271 0.0 0.1 0.0
H -1.242212 1.953353 -2.435888 0.0 0.1 0.0
H -6.384129 4.671881 1.765347 0.1 0.0 0.0
H -0.090302 -4.547512 1.387002 0.0 0.0 -0.1
H 1.714651 3.462529 0.324518 -0.1 0.0 0.0
H -5.908330 6.955536 2.622701 0.0 0.0 0.0
H -5.610977 -1.001034 0.975035 0.0 0.0 0.0
H -6.004404 0.701700 1.337709 0.0 0.0 0.0
H 4.414943 -2.287386 2.750055 0.0 0.0 0.0
H 0.777450 0.567341 -1.859608 0.2 0.2 0.2
H 3.541169 2.779843 1.021324 0.0 -0.1 0.0
H 3.586814 -2.414598 -0.749728 0.0 -0.1 -0.1
H 2.757000 -4.693792 -2.582530 0.0 0.0 0.0
H 3.467613 -7.312422 -0.936754 0.0 0.0 0.0
H -1.690059 6.271384 2.156647 -0.1 0.0 0.0
H -0.090786 3.213131 -2.908220 0.0 0.0 0.0
H 0.313649 -1.551344 3.784948 0.0 0.0 0.0
H -6.970396 0.799463 -0.734713 0.0 0.0 0.0
H -3.154357 0.972764 -2.729215 0.0 0.0 0.0
H -0.850262 -3.622712 -6.727986 0.0 0.0 0.0
H 0.320875 2.802787 2.148126 0.0 0.1 0.0
H -4.725107 -0.128997 2.227960 0.0 0.0 0.1
H 1.191688 1.292538 1.760386 0.0 0.1 0.0
H -0.587419 -0.750215 -5.562282 0.0 0.0 0.0
H -3.841620 2.497616 -2.142596 0.0 0.0 0.0
H 5.648881 1.687388 4.570898 0.0 0.0 0.0
H 1.869035 1.061126 -0.561151 0.0 0.0 0.0
H -1.410244 3.595145 -1.793230 0.0 0.0 0.0
H -5.796348 -1.299068 -1.430307 0.0 0.0 0.0
H 3.362384 3.328518 4.436471 0.0 0.0 0.0
H -6.773000 1.524020 -2.332180 0.0 0.0 0.1
H 0.301139 -2.368871 -7.204611 0.0 0.0 0.0
H 6.459131 -0.352862 3.457001 0.0 0.0 0.0
H 0.244357 4.409365 0.064958 0.0 0.0 0.0
H -4.208865 -1.226816 -2.214339 0.0 0.0 0.0
H 3.369235 4.200911 2.903303 0.0 0.0 0.0
H 1.424378 4.211503 -1.247165 0.0 0.0 0.0
```
Positions in Å, forces in eV/Å.

The calculation puts the molecular weight at 984.62 g mol⁻¹. The calculation puts the HOMO energy at -7.500 eV. Its gap between HOMO and LUMO is 7.092 eV. The value obtained for the max |F| is 0.8 eV/Å.

Atomic partial charges in e from the Mulliken method, atoms 1 to 99: Sn 0.849; P 0.943; P 1.602; O -0.241; O -0.714; O -0.658; O -0.521; O -0.676; O -0.696; O -0.515; N 1.027; N 0.380; N -0.041; N -0.202; N -0.111; N 0.165; N -0.142; C -0.364; C 0.570; C 0.830; C -1.121; C -0.135; C 0.301; C -1.680; C -0.513; C 0.344; C -0.282; C -0.935; C -1.288; C 0.840; C -1.568; C -1.806; C -0.605; C -0.526; C 0.216; C -0.680; C -1.137; C 0.186; C 1.941; C 0.157; C -0.296; C -0.666; C -1.556; C -0.246; C -0.578; C -0.587; C -1.785; C -0.603; C 0.178; C -1.899; C -0.349; C 1.796; C -0.420; C -0.834; C 0.338; C -1.550; C -0.554; C 0.153; C 0.657; C -0.680; C -1.471; C 0.447; H 0.287; H 0.499; H 0.391; H 0.496; H -0.082; H 0.599; H 0.619; H 0.302; H 0.335; H 0.480; H 0.393; H 0.295; H 0.869; H 0.079; H 0.494; H 0.439; H 0.298; H -0.176; H 0.464; H 0.569; H -0.018; H 0.395; H 0.398; H 0.443; H 0.635; H -0.750; H 0.188; H 0.085; H 0.671; H 0.347; H 0.464; H 0.541; H 0.472; H 0.356; H 0.022; H 0.284; H 0.500

Record 2
# C45H54BaN7O4S3

A molecular structure, C45H54BaN7O4S3 (ωB97M-V/def2-TZVPD, the Open Molecules 2025 dataset).

Structure (XYZ):
```
114
Properties=species:S:1:pos:R:3:forces:R:3
Ba 0.562164 -0.650053 -0.007109 0.7 1.8 -1.1
S 2.078132 -1.011167 -2.781379 0.3 0.0 -0.1
S -1.260172 2.060581 1.884481 -0.5 0.8 0.9
S 2.642584 -0.959519 3.409356 0.1 -0.4 0.0
O 1.696558 -3.742208 2.091917 0.0 -0.1 0.1
O 2.267682 -0.171277 2.192792 0.1 -0.1 -0.4
O -0.070348 1.948329 1.003277 0.3 -0.1 0.1
O 0.332827 -2.905123 0.536549 -0.3 -1.2 0.4
N -1.567047 -2.571187 2.461374 0.0 0.1 0.1
N 2.652223 1.787952 -0.939209 -0.1 0.0 0.2
N 1.399261 -1.766454 -5.234311 -0.1 0.1 0.0
N 0.485749 -2.566526 -6.004745 0.1 0.1 0.0
N 0.182615 -2.798365 -3.509298 -0.2 0.3 0.1
N -0.244411 2.416489 -1.830064 -0.1 0.0 -0.3
N -0.705456 -2.272816 -2.829889 0.0 -0.3 -0.1
C 0.729963 1.841625 3.761863 0.0 0.2 0.0
C 0.579626 -3.453543 1.661888 0.1 0.0 0.2
C -3.832617 -4.812649 -1.615463 0.0 0.0 0.0
C -5.136721 1.477423 1.514239 0.1 0.0 -0.1
C 0.927602 -3.840987 -6.349746 0.0 0.0 -0.1
C -3.682304 -3.548980 -1.065701 0.0 0.0 0.0
C -0.430432 6.010897 2.157380 0.0 0.0 -0.1
C -2.645592 -2.725761 -1.487424 -0.1 0.0 0.0
C -1.388737 6.474194 3.046297 0.0 0.0 0.0
C 0.912958 3.281875 -1.978431 0.0 0.0 0.0
C -1.906785 -4.445809 -3.016977 -0.1 0.0 0.1
C 2.277512 -5.799891 -5.968352 0.0 0.0 0.0
C -7.312922 1.599736 0.490619 0.0 0.0 0.0
C 0.326396 -4.504399 -7.427465 0.0 0.0 0.0
C -2.272840 4.248589 3.259119 0.0 0.0 0.0
C -5.465900 0.614759 -0.702041 0.0 0.0 0.0
C -2.948230 -5.254932 -2.594452 0.0 0.0 0.0
C 2.692747 2.600710 0.264400 0.1 0.2 0.0
C -0.643482 -3.698987 2.555912 0.1 0.0 0.1
C 1.405043 1.129434 4.935051 0.0 -0.1 -0.2
C -0.700614 1.403711 3.487695 0.2 0.0 0.0
C 2.265091 2.592773 -2.093662 0.1 0.0 0.0
C 3.965411 1.200880 -1.159788 0.0 0.0 0.0
C 4.215152 -0.304696 3.952259 -0.2 0.2 0.2
C 5.994194 -0.282630 5.555908 0.0 0.0 0.0
C -6.471214 1.845268 1.568163 0.0 0.0 0.0
C -2.311720 5.592231 3.596707 0.0 0.0 0.0
C -4.605493 0.851925 0.377956 0.0 0.1 0.1
C 1.915935 -4.504901 -5.623583 0.0 0.0 0.1
C -3.228259 0.466470 0.316403 0.0 -0.4 -0.4
C 0.697455 -5.793307 -7.759634 0.0 0.0 0.0
C 1.196406 -1.858344 -3.967468 -0.4 0.0 0.1
C 6.700420 0.600822 4.746811 0.0 0.0 0.0
C -0.590496 1.773177 -3.092643 0.0 0.0 0.1
C 1.534701 -0.369409 4.705700 -0.1 -0.2 0.2
C 4.913820 0.564319 3.133710 0.0 0.0 0.0
C -6.800518 0.982933 -0.643117 0.0 0.0 0.0
C 4.750650 -0.744010 5.157753 0.0 0.0 0.0
C 1.678047 -6.459024 -7.030938 0.0 0.0 0.0
C -1.380923 3.212414 -1.394573 0.1 -0.1 0.0
C -2.052251 0.120553 0.216826 -1.0 -0.4 -0.1
C -1.299434 3.792542 2.380890 0.3 -0.1 0.0
C -0.383419 4.664515 1.817776 0.0 0.1 0.2
C 6.163800 1.017419 3.539107 0.0 0.0 0.0
C -1.756085 -3.185853 -2.443583 0.3 0.0 -0.1
H -0.786107 0.322361 3.352660 -0.1 0.0 0.0
H -3.067410 5.953682 4.282397 0.0 0.0 0.0
H 0.211532 -6.282537 -8.595741 0.0 0.0 0.0
H -3.073985 -6.236664 -3.034714 0.0 0.0 0.0
H -4.372316 -3.190675 -0.311156 0.0 0.0 0.0
H 2.387995 1.578600 5.103382 0.0 -0.1 0.0
H -4.476900 1.668481 2.351746 0.0 0.0 0.0
H -3.005216 3.561516 3.669400 0.0 0.0 0.0
H 6.416876 -0.618844 6.493868 0.0 0.0 0.0
H 1.298398 1.637147 2.856987 0.0 0.1 0.1
H 1.963587 -7.471364 -7.285660 0.0 0.0 0.0
H -1.155404 3.684507 -0.439274 -0.1 0.1 -0.1
H 3.010088 3.402250 -2.230426 0.0 0.0 -0.1
H 4.206732 -1.450071 5.774565 0.0 0.0 0.0
H 1.704419 2.970708 0.520005 0.2 -0.1 0.0
H -7.446136 0.787313 -1.490925 0.0 0.0 0.0
H 0.932248 3.968091 -1.126453 0.0 0.0 0.0
H 2.393232 -4.005206 -4.791718 0.0 0.0 0.0
H 3.038143 1.994961 1.100783 0.0 0.0 0.0
H -1.212549 -4.771653 -3.778869 0.0 0.0 0.0
H -0.852083 2.524246 -3.860939 0.0 0.0 0.0
H 3.380417 3.461833 0.145778 0.0 0.0 0.0
H 2.313681 1.959788 -2.981193 -0.1 -0.1 0.0
H -2.480347 -2.797730 2.833708 0.0 0.0 0.0
H -1.417580 1.709650 4.254318 0.0 0.0 -0.1
H 0.229040 1.161042 -3.456130 0.1 -0.1 0.0
H 0.353438 4.270289 1.128353 0.0 0.1 0.1
H 0.770657 2.922387 3.922809 -0.1 0.0 0.1
H 6.716419 1.696355 2.902515 0.0 0.0 0.0
H -4.644496 -5.452573 -1.291043 0.0 0.0 0.0
H 1.789537 -0.919657 5.614715 0.1 0.0 0.0
H -2.245641 2.565120 -1.254905 0.0 0.0 0.0
H -1.425144 7.524448 3.306092 0.0 0.0 0.0
H -8.355964 1.887407 0.533428 0.0 0.0 0.0
H -1.450443 1.119285 -2.936657 0.0 0.0 0.0
H -6.858429 2.327763 2.458051 0.0 0.0 0.0
H -5.066271 0.133465 -1.585658 0.0 0.0 0.0
H -0.275010 -3.779446 3.579379 0.0 -0.1 0.0
H 4.747837 1.977953 -1.233627 0.0 0.0 0.0
H 0.842475 1.268224 5.864255 -0.1 0.0 0.0
H 4.479013 0.873144 2.193287 0.0 0.0 0.0
H 3.967293 0.612731 -2.075307 0.0 0.0 0.0
H 0.590711 -0.799152 4.357085 0.0 0.0 0.1
H 7.674870 0.955427 5.057036 0.0 0.0 0.0
H -1.070609 -4.674937 2.282934 -0.1 0.1 -0.1
H -1.625556 3.993229 -2.138605 0.0 0.0 0.1
H 4.218984 0.535914 -0.329502 0.0 0.0 0.0
H 0.226864 -2.025684 -6.820447 0.0 -0.1 0.1
H -1.697131 -2.302365 1.490283 0.0 -0.1 0.0
H -0.450253 -3.998127 -7.990747 0.0 0.0 0.0
H -2.528586 -1.727495 -1.079675 0.0 0.0 0.0
H 3.044777 -6.296587 -5.386365 0.0 0.0 0.0
H 0.284453 6.698181 1.722792 0.0 0.0 0.0
H 0.797549 3.921530 -2.876007 0.0 0.0 0.0
```
Positions in Å, forces in eV/Å.

The calculation puts the molecular weight at 990.50 g mol⁻¹. The calculation puts the HOMO energy at -4.646 eV. As for the total charge: -1. Its gap between HOMO and LUMO is 6.485 eV. For the energy relative to the best compared isomer or geometry (same formula, charge and spin), the calculation gives 1.847 eV. The value obtained for the max |F| is 2.2 eV/Å.

Atomic partial charges in e from the Mulliken method, atoms 1 to 99: Ba 1.052; S -0.471; S 0.042; S 0.246; O -0.757; O -0.016; O -0.059; O -0.745; N -0.230; N 1.453; N -0.704; N 0.013; N 0.084; N 1.517; N 0.031; C 0.372; C 0.459; C -0.561; C -0.127; C 0.478; C -0.509; C -0.928; C 0.561; C -0.577; C -0.963; C -0.487; C -0.661; C -0.391; C -0.566; C -0.617; C -0.322; C -0.550; C -0.474; C -0.526; C -1.092; C -0.318; C -1.330; C -1.255; C 0.426; C -0.611; C -0.646; C -0.735; C 0.493; C -0.178; C -0.513; C -0.398; C 0.194; C -0.437; C -1.110; C -0.991; C 0.005; C -0.624; C -0.551; C -0.531; C -1.247; C -0.339; C 0.810; C -0.101; C -0.680; C -0.560; H -0.017; H 0.399; H 0.352; H 0.374; H 0.450; H 0.378; H 0.402; H 0.315; H 0.375; H -0.285; H 0.366; H 0.177; H 0.367; H 0.356; H 0.251; H 0.373; H 0.293; H 0.408; H -0.899; H 0.520; H 0.318; H 0.366; H 0.364; H 0.216; H 0.682; H 0.173; H 0.194; H 0.370; H 0.436; H 0.372; H 0.710; H 0.123; H 0.367; H 0.366; H 0.222; H 0.380; H 0.498; H 0.295; H 0.349